Entry 1:
38
Properties=species:S:1:pos:R:3:forces:R:3 method="wB97M-V/def2-TZVPD" e_tot_ev=-23887.998 spin_multiplicity=2 lumo_ha="-0.1114 / -0.3263" orbital_gap_ev="11.167 / 5.139" charge=+1 largest_force_ev_per_a=4.9
C 1.341994 -2.809585 0.316469 -1.8 -1.9 1.0
N 1.190406 -1.356386 0.109930 4.6 -1.5 -0.5
C 1.930358 -0.613266 1.159426 -2.0 4.5 0.3
C 1.680987 -1.013612 -1.241442 -0.2 0.3 -1.1
C 0.759034 -1.664863 -2.319810 -2.2 2.3 0.0
N -0.361556 -0.869708 -2.589472 1.2 -1.7 -0.2
O 1.018254 -2.640848 -2.938709 0.8 -1.3 -0.4
H 1.350835 -3.157884 1.350182 0.4 1.2 0.6
H 0.410691 -3.393209 0.104337 0.6 0.6 -1.1
H 2.237779 -3.275770 -0.121915 -0.5 0.6 -0.6
H 1.374109 -0.390566 2.145451 0.7 -1.0 -1.6
H 2.066154 0.452611 0.715285 -0.1 -1.7 0.9
H 2.914026 -1.015986 1.334914 0.2 -0.7 0.0
H 2.763009 -1.381519 -1.504908 -1.9 0.4 1.0
H 1.587337 0.057348 -1.528700 0.3 -0.4 1.1
H -0.880947 -1.230602 -3.386912 -0.1 0.3 0.3
H -0.817328 -0.216889 -1.954595 0.4 0.4 -0.1
H -1.607832 2.001932 -1.525212 -0.7 0.2 -1.2
H -1.087084 1.618971 -0.275346 -0.1 0.0 1.6
O -0.799091 1.649292 -1.181047 1.4 -0.4 -0.9
H -0.853816 2.105576 1.600789 1.5 0.6 0.7
H -1.980050 1.109742 1.476682 -0.8 -1.6 0.6
O -1.716440 1.969647 1.234170 -1.0 0.9 -0.8
H 0.548455 3.673454 2.313990 0.2 -0.5 -0.2
H 1.407253 3.054946 1.168712 0.0 0.4 -0.2
O 0.747530 2.841076 1.849436 -0.5 0.0 1.2
H -0.817337 -1.155487 0.063709 -2.5 0.4 0.2
H -1.723009 -2.125207 -0.496208 -1.0 -0.5 -0.3
O -1.829015 -1.275726 -0.060097 3.0 0.2 0.4
H 2.625255 2.846503 -0.634824 0.2 1.1 0.4
H 1.192194 2.839133 -0.734945 -0.8 0.8 0.1
O 1.878976 3.411426 -0.340723 0.7 -1.8 -1.2
H -1.283910 -1.675216 3.323681 0.5 1.4 0.7
H -2.341188 -1.669253 2.086386 0.8 0.0 0.8
O -1.843990 -2.169139 2.765443 -1.2 -1.5 -1.5
H -4.157607 1.254591 -0.468519 -0.5 -0.4 0.9
H -3.237838 2.474403 -0.692286 -0.5 0.0 0.5
O -3.686591 1.740056 -1.123334 0.8 0.6 -1.2

Entry 2:
104
Properties=species:S:1:pos:R:3:forces:R:3 method="wB97M-V/def2-TZVPD" e_tot_ev=-122899.496 lumo_ha=0.0014 smiles="C#CCCC[C@]1(CC(=O)I)OS(=O)(=O)O[C@@]1(CCCCCCCCCCCCOC)B(O)O.O=S1(=O)OCCO1.O=S1(=O)OCCO1.O=S1(=O)OCCO1" orbital_gap_ev=9.590 charge=0 largest_force_ev_per_a=9.9
C -7.247896 5.297784 -1.315189 6.1 -4.0 -2.6
C -6.068680 4.753100 -1.652466 -6.2 2.0 1.2
C -4.714281 4.045210 -2.231955 -1.0 1.5 -0.1
C -3.397444 4.957964 -1.884290 0.3 0.0 -1.0
C -2.275468 4.190625 -1.006288 0.4 0.6 -0.6
C -2.677234 3.922974 0.541733 2.0 0.1 -0.9
C -3.325531 2.447216 0.698395 -0.7 0.0 0.0
C -4.877140 2.422374 1.147382 -2.9 -3.4 -4.6
O -5.698126 1.766289 0.384018 4.3 3.4 4.2
I -5.725629 3.334706 2.931802 0.8 -0.3 -0.7
O -3.527120 5.074900 0.925714 1.1 0.8 0.5
S -2.615913 6.461254 1.341500 0.8 2.7 2.2
O -2.538717 7.589622 0.329591 -0.2 -4.6 2.4
O -3.014991 6.986523 2.717299 0.9 -2.6 -4.5
O -1.135779 5.601373 1.444821 -2.8 1.2 -1.1
C -1.372726 4.130404 1.477903 1.0 0.5 0.1
C 0.073260 3.559236 1.014404 -0.1 -0.9 0.1
C 0.043774 2.119860 0.271707 1.1 0.3 -0.7
C 1.564155 1.499465 0.405122 -1.3 0.4 0.0
C 1.738783 0.078563 -0.347718 1.2 0.5 0.6
C 3.264623 -0.482668 -0.073229 0.1 -0.4 0.2
C 4.092341 -0.688655 -1.466702 -0.6 -0.1 -0.5
C 3.824173 -2.160183 -2.113373 -0.6 0.3 0.6
C 4.346073 -3.388849 -1.178614 0.5 0.3 -0.1
C 5.610702 -4.197133 -1.788355 -0.8 0.1 0.0
C 5.175945 -4.913917 -3.200619 1.4 0.3 -0.3
C 5.229172 -6.540167 -3.165136 -0.4 0.0 0.8
C 3.787779 -7.228334 -3.500325 0.5 0.0 1.5
O 3.982601 -8.408070 -4.332967 -1.4 1.8 -0.9
C 3.358619 -8.282591 -5.641930 0.5 -0.8 -1.5
B -1.451095 3.824336 3.083010 -0.3 0.2 3.1
O -1.067461 4.907411 4.017579 -1.9 -1.8 -1.9
O -1.830939 2.548899 3.694976 0.6 9.8 -1.5
H -8.401669 5.457372 -1.276678 3.0 -0.2 0.1
H -4.845378 4.034760 -3.393839 0.1 0.1 2.2
H -4.612585 2.942062 -1.912799 -0.4 1.9 -0.1
H -2.899677 5.180551 -2.923581 -0.8 -0.4 2.0
H -3.688290 6.011767 -1.469048 0.5 -2.2 -0.6
H -1.985549 3.211266 -1.556750 -0.6 1.6 1.1
H -1.314038 4.858245 -1.031488 -1.8 -1.1 0.2
H -2.755246 1.739997 1.419130 -0.9 1.6 -0.9
H -3.262419 1.943103 -0.356112 -0.5 1.0 2.1
H 0.694472 3.405597 1.998504 -1.0 0.5 -1.8
H 0.625462 4.329823 0.333865 -1.1 -1.3 1.4
H -0.137828 2.304443 -0.861488 0.2 -0.4 1.9
H -0.769183 1.391255 0.641407 1.4 1.2 -0.3
H 2.260547 2.308264 -0.053861 -1.0 -1.5 0.8
H 1.774765 1.458883 1.548623 -0.1 -0.3 -2.0
H 1.683376 0.259579 -1.491545 -0.4 -0.4 1.9
H 0.947792 -0.686072 0.037131 1.4 1.4 -0.9
H 3.850341 0.222431 0.657397 -1.2 -1.1 -1.5
H 3.187792 -1.500971 0.500707 0.2 1.8 -1.2
H 3.692641 0.081380 -2.255969 0.8 -1.2 1.5
H 5.224531 -0.486035 -1.374802 -1.8 -0.4 0.1
H 4.241433 -2.185952 -3.192029 -0.6 -0.1 1.8
H 2.665774 -2.279599 -2.185868 2.0 0.3 -0.1
H 3.459667 -4.121673 -1.038137 1.6 1.1 0.0
H 4.676396 -2.952799 -0.145265 -0.8 -0.9 -1.8
H 6.492870 -3.457873 -1.948530 -1.5 -1.4 0.3
H 5.925189 -4.995213 -0.992193 -0.4 1.4 -1.6
H 5.955149 -4.559603 -4.001089 -1.5 -0.7 1.4
H 4.148298 -4.506923 -3.548570 1.6 -0.8 0.7
H 5.497030 -6.865860 -2.071909 -0.3 0.6 -2.1
H 6.062117 -6.974053 -3.853071 -1.7 0.8 1.0
H 3.041931 -6.451936 -3.913344 1.2 -1.3 0.2
H 3.328719 -7.610945 -2.491757 0.8 0.7 -1.8
H 3.039370 -7.213864 -5.933619 0.4 -1.6 0.8
H 2.464870 -9.017237 -5.764967 1.4 1.4 0.4
H 4.151575 -8.610670 -6.441642 -1.4 0.6 1.5
H -1.896006 5.083676 4.531178 1.2 -0.1 -0.2
H -2.733228 2.703197 4.073838 1.1 -0.2 -0.3
O 11.188832 -5.733293 -2.242534 -1.3 -0.1 -0.6
S 10.003925 -6.087636 -2.972673 0.0 0.1 0.1
O 8.959896 -5.148443 -3.278488 1.2 -0.7 0.3
O 9.336486 -7.384563 -2.254983 0.7 0.6 -0.3
C 9.249718 -8.457132 -3.192734 -0.3 -0.3 -0.5
C 10.395631 -8.232951 -4.170748 0.3 -0.5 0.4
O 10.457705 -6.819176 -4.352374 -0.7 0.4 0.6
H 8.281259 -8.390789 -3.697591 0.1 -0.1 0.0
H 9.326395 -9.418163 -2.680686 0.0 0.3 0.1
H 10.233347 -8.737169 -5.124571 0.0 0.3 0.0
H 11.348549 -8.560853 -3.743805 -0.1 -0.1 0.0
O -2.524068 0.273333 6.029902 -0.2 0.2 -1.3
S -2.794578 0.029331 4.640192 0.3 -0.7 -0.4
O -2.159182 0.766522 3.581107 -1.9 -7.7 1.3
O -4.404294 0.088460 4.419171 0.8 -0.1 0.5
C -4.859546 -1.154542 3.883494 -0.1 -0.4 -0.5
C -3.876991 -2.200714 4.395652 -0.4 -0.1 0.5
O -2.601428 -1.563633 4.355057 -0.3 0.5 -0.1
H -4.830217 -1.086243 2.791805 0.0 -0.1 0.1
H -5.882499 -1.356565 4.206612 0.2 0.2 0.1
H -3.875652 -3.104809 3.784822 0.2 0.2 0.0
H -4.089694 -2.465402 5.436192 -0.1 0.0 -0.1
O -7.509506 5.054107 5.659412 -1.2 0.2 -0.1
S -8.808214 5.659293 5.552934 -0.1 0.1 0.0
O -9.942070 5.210986 6.308989 1.2 0.3 -0.5
O -9.217866 5.704978 3.980600 0.6 0.0 0.8
C -9.456435 7.056596 3.588579 -0.4 0.6 0.0
C -8.580537 7.903233 4.502446 0.4 0.1 -0.6
O -8.642427 7.261244 5.775423 -0.5 -0.9 0.0
H -10.517065 7.274615 3.745467 0.1 0.0 0.0
H -9.209551 7.196991 2.534515 0.1 -0.3 0.2
H -8.928464 8.934800 4.573830 0.0 -0.2 0.2
H -7.537981 7.893529 4.169536 -0.1 0.0 -0.1

Entry 3:
112
Properties=species:S:1:pos:R:3:forces:R:3 method="wB97M-V/def2-TZVPD" e_tot_ev=-411444.999 lumo_ha=0.1040 orbital_gap_ev=3.265 charge=-2 largest_force_ev_per_a=2.7
Rb 5.105117 -20.582065 15.431964 -0.3 0.2 1.0
Se 1.478966 -19.466885 18.393783 -0.6 0.2 -0.1
Se 3.731399 -18.973309 18.679546 0.2 -1.0 0.1
Te 4.147244 -21.554067 19.127613 -1.6 1.2 0.0
Se 6.527486 -21.586465 19.093248 2.0 -0.2 -0.2
O 9.594445 -23.641809 11.055544 -0.2 0.6 0.6
C 8.603865 -22.974971 11.727617 0.0 0.6 0.2
C 7.255197 -23.130901 11.451050 -0.6 0.3 0.9
C 6.344653 -22.428637 12.262075 0.4 0.4 -0.8
N 6.679749 -21.520667 13.173940 1.0 0.4 0.9
C 7.984775 -21.317390 13.410803 0.1 -1.5 -1.1
Br 8.674046 -20.163355 14.786081 -0.8 -0.3 -0.5
C 8.957043 -22.046021 12.714952 1.5 0.6 0.3
H 9.186988 -24.182311 10.380464 -0.1 -0.2 -0.2
H 6.879575 -23.777982 10.672551 0.0 -0.2 0.0
H 5.273297 -22.515206 12.097363 0.1 -0.2 -0.1
H 10.035470 -21.815272 12.924405 -1.2 -0.5 -0.3
C 2.275331 -24.057340 13.747131 0.6 0.0 0.8
C 2.098479 -22.569226 13.399130 -0.3 0.4 0.2
P 1.266516 -22.047366 11.797759 0.4 1.9 1.9
C -0.171502 -23.059566 11.654370 -0.6 -0.8 -0.3
C -0.814676 -23.489500 12.813613 0.2 -0.4 0.5
C -1.905436 -24.348459 12.738664 -0.9 0.4 0.3
C -2.471539 -24.672278 11.509703 0.6 -0.2 -0.3
C -1.821854 -24.207226 10.356974 -0.4 -0.2 -1.0
C -0.686708 -23.403855 10.377287 -0.7 -0.2 1.8
C 2.278459 -22.739306 10.553489 1.5 -0.6 -1.6
C 2.587698 -24.114284 10.445634 0.1 1.1 -1.5
C 3.338501 -24.550553 9.334252 0.0 -0.4 0.9
C 3.780842 -23.642223 8.367818 -0.1 0.3 0.1
C 3.440815 -22.286803 8.465449 0.0 -0.5 1.5
C 2.755299 -21.815901 9.594959 -0.3 -1.4 -0.2
P 2.594451 -24.257746 15.633872 -0.7 1.3 -0.9
C 4.296351 -24.827433 15.693707 1.4 -0.8 0.4
C 5.152771 -24.071115 16.535464 -0.7 -0.1 -0.6
C 6.465495 -24.458555 16.753189 1.1 -0.6 -0.1
C 6.965375 -25.653755 16.169084 -1.4 1.2 0.1
C 6.129261 -26.390925 15.343656 -0.7 -0.2 -0.5
C 4.815275 -25.997696 15.084213 -0.9 0.2 -0.1
C 1.586540 -25.703533 16.011043 0.4 -1.7 -0.5
C 0.343636 -25.945554 15.409159 -0.5 -0.1 0.9
C -0.459344 -26.998826 15.881587 -0.3 0.4 -1.1
C 0.011556 -27.946299 16.757409 -0.1 -0.2 0.9
C 1.293526 -27.788873 17.268418 0.9 -0.1 0.0
C 2.083296 -26.701718 16.887683 -1.2 0.1 0.1
H 3.189361 -24.426609 13.264081 -0.3 -0.2 -0.1
H 1.422968 -24.703575 13.499015 0.3 0.3 -0.2
H 3.087346 -22.048151 13.428726 -0.7 -0.3 -0.3
H 1.524375 -22.029934 14.178379 0.2 -0.3 -0.2
H -0.422115 -23.220398 13.822404 -0.3 -0.1 -1.0
H -2.390196 -24.668611 13.665290 0.2 0.0 -0.3
H -3.364650 -25.311613 11.419503 0.6 0.4 0.1
H -2.219055 -24.489584 9.368891 0.1 0.2 0.5
H -0.264665 -23.001718 9.470395 0.2 -0.2 -0.1
H 2.152266 -24.774637 11.173389 0.2 -0.4 0.0
H 3.622248 -25.616976 9.282051 -0.2 0.7 -0.1
H 4.435546 -23.972237 7.556369 -0.4 0.0 0.2
H 3.770148 -21.565281 7.765780 0.4 0.4 -0.8
H 2.497423 -20.771371 9.730770 0.1 0.0 -0.1
H 4.734162 -23.175875 17.035260 0.4 -0.5 -0.2
H 7.088533 -23.813892 17.397693 -0.4 -0.4 -0.3
H 7.954070 -26.010119 16.339454 0.7 0.0 0.2
H 6.448501 -27.315553 14.875929 0.3 0.0 0.1
H 4.139384 -26.632402 14.436844 0.9 0.8 0.8
H -0.084074 -25.295815 14.640983 0.2 -0.1 0.4
H -1.477866 -27.096405 15.498335 0.3 0.0 0.0
H -0.642223 -28.744779 17.128933 0.3 0.3 -0.3
H 1.739327 -28.531561 17.952840 -0.4 0.4 -0.4
H 3.051560 -26.608994 17.335834 0.4 0.2 0.0
O 3.509349 -18.708479 14.344515 -0.4 -0.1 -0.5
C 3.658361 -17.953947 13.386057 0.1 0.6 0.3
O 4.822166 -17.728666 12.859291 -0.4 -0.5 0.1
C 2.451747 -17.112267 12.831054 0.7 -0.6 0.1
C 2.990913 -16.055456 11.863459 0.1 -0.1 0.0
Ge 5.029459 -16.209847 11.540083 -0.3 -0.4 0.3
C 6.041510 -15.069363 12.834921 -0.5 0.4 -1.2
C 6.155710 -15.398999 14.181559 -0.1 -0.2 0.1
C 6.691488 -14.472520 15.081777 0.3 0.8 -0.5
C 7.195576 -13.243286 14.621244 0.2 -0.3 0.0
C 7.168550 -12.989344 13.239001 -0.2 1.2 0.8
C 6.529430 -13.829167 12.359761 0.2 -1.3 1.2
C 6.453865 -17.340244 10.668949 0.6 1.1 1.2
C 6.363217 -18.647147 10.317812 -1.0 -1.6 -0.4
C 7.389344 -19.303812 9.626683 -0.1 -0.3 0.1
C 8.524984 -18.617399 9.279964 0.8 1.1 -0.6
C 8.669887 -17.268153 9.688668 0.1 -0.4 -0.1
C 7.693040 -16.685198 10.462348 -1.3 0.1 -0.4
C 4.744013 -15.115762 9.880003 1.1 0.3 0.3
C 5.151143 -15.526841 8.599003 -0.9 0.7 0.4
C 4.723766 -14.783209 7.495514 0.0 0.1 -0.7
C 4.007518 -13.601433 7.673582 -1.4 -0.1 0.3
C 3.587017 -13.234237 8.975926 0.2 0.7 -1.4
C 3.993632 -13.945481 10.073103 0.6 0.0 -0.4
H 1.976792 -16.693682 13.743458 0.1 -0.3 -0.6
H 1.739352 -17.843379 12.367989 0.5 0.6 0.4
H 2.924538 -15.047089 12.294194 -0.1 -0.2 0.0
H 2.483018 -15.978040 10.887146 0.1 -0.3 0.4
H 5.797636 -16.397696 14.499357 0.2 0.8 0.0
H 6.691363 -14.655615 16.138134 0.1 -0.3 0.4
H 7.638881 -12.497657 15.330323 -0.5 -0.8 -0.7
H 7.489091 -12.018156 12.862499 0.3 -0.1 0.1
H 6.476586 -13.555362 11.327869 -0.2 0.0 -0.5
H 5.418403 -19.185755 10.538820 0.7 0.2 -0.1
H 7.301548 -20.346374 9.337395 -0.2 0.0 0.0
H 9.279392 -19.054305 8.606435 -0.3 0.1 0.5
H 9.498402 -16.648263 9.356154 0.2 -0.3 0.1
H 7.735365 -15.651621 10.805929 0.4 -0.2 -0.2
H 5.747768 -16.429492 8.467657 -0.2 0.2 0.0
H 4.876428 -15.169875 6.474857 0.2 0.3 0.5
H 3.552082 -13.033196 6.830839 0.7 -0.6 0.5
H 2.936131 -12.365786 9.064103 0.2 0.0 0.1
H 3.829718 -13.528615 11.073420 -0.3 -0.5 -0.3